[1]
Below is a structure of composition C19H16Cl5N2O4S7Zr, with properties calculated with ωB97M-V/def2-TZVPD.

Structure (XYZ):
```
54
Properties=species:S:1:pos:R:3:nbo_charge:R:1
Zr -0.360 -1.708 0.939 1.71
Cl 5.433 -3.537 0.983 0.03
Cl -0.432 -4.444 2.817 0.08
Cl 4.714 -6.083 2.632 0.03
Cl 1.769 -6.540 3.576 0.03
Cl 3.207 -1.472 0.265 0.08
S -2.047 4.075 5.038 -0.25
S -1.848 -3.511 0.016 -0.27
S -2.532 -1.070 2.261 -0.23
S 0.685 -0.780 3.150 -0.21
S -2.915 1.524 3.737 0.51
S -0.171 1.837 4.384 0.48
S 0.212 0.171 -1.082 2.58
O -0.329 0.339 0.359 -1.08
O 0.348 -1.352 -1.054 -1.04
O 1.486 0.827 -1.215 -0.98
O -0.793 0.603 -2.025 -0.99
N -0.870 4.289 1.986 -0.53
N -1.029 3.334 -0.658 -0.65
C 1.202 -4.235 2.250 0.06
C -4.035 -1.014 -2.318 -0.15
C 2.788 -2.917 1.124 -0.04
C -0.563 0.370 3.525 -0.41
C -1.871 0.238 3.191 -0.42
C -1.896 -2.745 -2.641 -0.21
C -2.051 2.956 0.311 -0.26
C -2.465 -2.586 -1.379 -0.15
C 0.264 3.488 -0.007 -0.26
C -1.738 2.534 4.449 -0.61
C 0.187 4.631 0.983 -0.22
C -2.394 -2.046 -3.727 -0.20
C 3.483 -4.950 2.207 -0.08
C 1.458 -3.115 1.475 -0.52
C -3.540 -1.715 -1.226 -0.25
C 2.171 -5.161 2.620 -0.14
C -3.466 -1.176 -3.570 -0.24
C 3.798 -3.816 1.464 -0.10
C -2.201 4.064 1.330 -0.23
H -0.966 4.983 2.732 0.45
H -4.866 -0.332 -2.180 0.19
H -2.911 3.829 2.118 0.24
H -0.116 5.562 0.503 0.21
H -0.969 2.606 -1.367 0.42
H -0.570 3.439 2.482 0.45
H -3.980 -1.583 -0.246 0.23
H -3.844 -0.619 -4.418 0.20
H -2.466 5.008 0.853 0.21
H -3.004 2.819 -0.200 0.23
H 1.123 4.772 1.522 0.22
H 1.029 3.701 -0.752 0.24
H 0.583 2.579 0.524 0.22
H -1.930 -2.166 -4.698 0.20
H -1.043 -3.401 -2.753 0.22
H -1.813 2.012 0.822 0.22
```

Output
- relative energy (zero: lowest compared OMol25 entry of this formula, charge and spin) (kJ/mol) = 0.0
- 2S+1 = 1
- M (g mol⁻¹) = 829.31
- frontier orbital gap (eV) = 6.342
- charge = -1

---

[2]
Below is a structure of composition C2H5NS2 at a distorted geometry, with properties calculated with ωB97M-V/def2-TZVPD.

Structure (XYZ):
```
10
Properties=species:S:1:pos:R:3:nbo_charge:R:1
S 1.976 -0.414 -0.069 0.14
S -0.912 -0.516 0.066 0.20
N 1.177 1.110 -0.018 -0.53
C -2.718 0.018 -0.049 -0.78
C -0.063 1.002 0.094 -0.10
H -3.462 -0.885 -0.839 0.27
H -2.432 0.826 -0.859 0.23
H -0.642 1.908 -0.013 0.20
H 1.027 -1.322 0.605 0.12
H -3.066 0.457 1.007 0.25
```

Output
- relative energy (zero: lowest compared OMol25 entry of this formula, charge and spin) (kJ/mol) = 332.1
- 2S+1 = 1
- M (g mol⁻¹) = 107.20
- frontier orbital gap (eV) = 9.197
- charge = 0

---

[3]
Below is an isolated molecule of C3H4N2O at a distorted geometry, with properties calculated with ωB97M-V/def2-TZVPD.

Structure (XYZ):
```
10
Properties=species:S:1:pos:R:3:nbo_charge:R:1
O -1.218 -1.552 0.305 -0.71
N -0.865 0.891 0.109 -0.30
N 2.192 -0.690 0.038 -0.54
C 1.314 0.068 0.174 0.60
C 0.412 1.092 0.064 -0.29
C -1.504 -0.340 0.075 0.14
H -1.356 -0.080 -1.108 0.28
H 0.881 2.120 -0.136 0.24
H 2.770 -1.458 0.249 0.46
H -2.625 -0.051 0.229 0.13
```

Output
- relative energy (zero: lowest compared OMol25 entry of this formula, charge and spin) (kJ/mol) = 560.1
- 2S+1 = 1
- M (g mol⁻¹) = 84.08
- frontier orbital gap (alpha / beta) (eV) = 7.528 / 7.529
- charge = 0

---

[4]
Below is a cluster of 2 separate species, C8H13F2N in total at a distorted geometry, with properties calculated with ωB97M-V/def2-TZVPD.

Structure (XYZ):
```
24
Properties=species:S:1:pos:R:3:nbo_charge:R:1
F 1.803 -1.290 -1.809 -0.33
F 1.645 -2.342 0.117 -0.31
N 0.531 1.893 -0.036 -0.60
C 1.852 2.114 -0.483 -0.42
C 0.333 1.542 1.284 0.20
C 0.811 0.672 2.304 -0.45
C 0.964 -1.796 -0.881 0.73
C -0.644 1.158 2.046 -0.31
C -0.322 -1.911 -1.074 -0.18
C -1.183 -2.407 0.108 -0.61
C -1.044 -1.112 -2.105 -0.64
H -1.366 -1.891 -2.903 0.22
H -0.345 -0.355 -2.652 0.23
H -0.661 -2.905 0.824 0.22
H 1.470 1.201 3.026 0.18
H -1.923 -2.990 -0.178 0.20
H -2.045 -0.621 -1.708 0.23
H 2.073 1.688 -1.489 0.20
H 2.312 3.052 -0.421 0.18
H 2.652 1.420 0.056 0.20
H 0.968 -0.507 2.165 0.18
H -1.578 -1.565 0.787 0.22
H -1.467 1.484 2.634 0.23
H -0.195 2.067 -0.669 0.40
```

Output
- relative energy (zero: lowest compared OMol25 entry of this formula, charge and spin) (kJ/mol) = 350.5
- 2S+1 = 1
- M (g mol⁻¹) = 161.19
- structure (SMILES) = CC(C)=C(F)F.CNC1=CC1
- frontier orbital gap (eV) = 8.778
- charge = 0

---

[5]
Below is a cluster of 12 separate species, C5H31NO12 in total at a distorted geometry, with properties calculated with ωB97M-V/def2-TZVPD.

Structure (XYZ):
```
49
Properties=species:S:1:pos:R:3:nbo_charge:R:1
O 0.089 3.227 -4.001 -1.00
O -0.667 -3.965 1.679 -0.91
O 2.663 0.659 2.603 -0.38
O 0.940 -1.127 -0.870 -0.96
O 2.876 -0.189 -0.022 -0.97
O -2.370 3.191 -0.594 -1.00
O 0.990 0.913 -3.357 -0.97
O -2.917 0.940 0.999 -0.98
O -0.458 -3.742 -1.690 -0.94
O 3.300 -2.944 -0.078 -0.96
O -0.981 -0.974 -3.494 -0.94
O -2.145 1.534 -3.395 -0.97
N -0.679 -0.349 1.996 -0.28
C 0.388 0.610 1.897 -0.22
C -1.261 -0.117 3.376 -0.28
C -1.014 1.272 3.824 -0.46
C 1.746 -0.011 2.285 0.45
C 0.089 1.815 2.930 -0.36
H 2.465 -3.060 -0.434 0.48
H -1.811 2.002 3.653 0.25
H -0.044 2.788 2.465 0.26
H 0.533 0.890 0.812 0.29
H 1.835 -1.016 2.312 0.16
H -2.499 1.855 -4.190 0.48
H -1.481 -4.162 1.942 0.47
H -1.455 -0.256 1.251 0.48
H -3.773 0.749 0.666 0.50
H -1.583 -0.569 -2.929 0.48
H -2.416 4.173 -0.514 0.50
H -0.827 -0.732 4.133 0.25
H -0.483 -1.612 -2.878 0.48
H 0.445 -3.254 -1.701 0.47
H -2.828 2.941 -1.474 0.52
H -0.477 -4.050 -0.752 0.48
H 1.650 -0.565 -0.782 0.47
H -1.279 1.902 -3.393 0.49
H -0.765 -2.992 1.409 0.45
H 0.330 2.265 -4.111 0.50
H 0.428 -0.950 -0.009 0.43
H 3.579 -0.226 -0.676 0.50
H 3.185 -0.975 0.510 0.51
H 3.533 -3.748 0.450 0.50
H -0.755 1.437 4.852 0.25
H -2.468 -0.319 3.397 0.27
H -2.566 1.603 0.401 0.52
H 0.496 0.128 -3.369 0.50
H 1.576 0.931 -2.555 0.47
H 1.073 1.913 3.464 0.25
H 0.885 3.753 -4.037 0.48
```

Output
- relative energy (zero: lowest compared OMol25 entry of this formula, charge and spin) (kJ/mol) = 340.9
- 2S+1 = 2
- M (g mol⁻¹) = 297.30
- frontier orbital gap (alpha / beta) (eV) = 9.466 / 4.703
- charge = +1

---

[6]
Below is a cluster of 2 separate species, C5H7NO in total, with properties calculated with ωB97M-V/def2-TZVPD.

Structure (XYZ):
```
14
Properties=species:S:1:pos:R:3:nbo_charge:R:1
O -1.034 3.202 0.500 -0.53
N -0.886 1.527 -1.128 -0.59
C 1.152 -2.122 0.388 -0.84
C -0.691 2.087 0.214 0.62
C -0.523 0.244 -1.086 0.03
C -0.557 -0.155 0.257 0.00
C -0.358 0.910 1.056 -0.44
H -0.449 0.965 2.133 0.23
H 0.659 -2.042 1.359 0.23
H 1.320 -1.120 -0.020 0.21
H 2.128 -2.597 0.491 0.21
H -0.141 -0.299 -1.949 0.22
H 0.506 -2.690 -0.287 0.22
H -1.126 2.091 -1.928 0.42
```

Output
- relative energy (zero: lowest compared OMol25 entry of this formula, charge and spin) (kJ/mol) = 391.3
- 2S+1 = 1
- M (g mol⁻¹) = 97.12
- structure (SMILES) = O=C1C=C=CN1.C
- frontier orbital gap (alpha / beta) (eV) = 7.409 / 7.973
- charge = 0

---

[7]
Below is an isolated molecule of C4H9NO2 at a distorted geometry, with properties calculated with ωB97M-V/def2-TZVPD.

Structure (XYZ):
```
16
Properties=species:S:1:pos:R:3:nbo_charge:R:1
O -0.627 -1.002 -0.930 -0.50
O -0.585 -1.317 1.437 -0.73
N 1.446 -1.419 0.124 -0.85
C 0.804 1.206 -0.898 -0.64
C 0.091 -0.983 0.219 0.57
C -1.488 1.083 0.202 -0.64
C -0.265 0.355 -0.280 0.22
H 1.354 1.728 -0.118 0.22
H 1.484 -2.395 -0.150 0.37
H 1.511 0.570 -1.430 0.25
H 0.378 1.929 -1.589 0.21
H -1.196 1.973 0.758 0.22
H 1.940 -1.284 0.999 0.37
H -0.661 -2.275 1.508 0.47
H -2.112 0.435 0.812 0.24
H -2.074 1.397 -0.663 0.22
```

Output
- relative energy (zero: lowest compared OMol25 entry of this formula, charge and spin) (kJ/mol) = 177.1
- 2S+1 = 1
- M (g mol⁻¹) = 103.12
- structure (SMILES) = CC1(C)O[C@]1(N)O
- frontier orbital gap (eV) = 10.494
- charge = 0

---

[8]
Below is a structure of composition C24H30N4O6Pb at a distorted geometry, with properties calculated with ωB97M-V/def2-TZVPD.

Structure (XYZ):
```
65
Properties=species:S:1:pos:R:3:nbo_charge:R:1
Pb 0.408 -0.128 1.304 1.49
O -0.041 -2.819 1.461 -0.68
O -3.468 1.087 2.720 -0.61
O -0.946 -4.602 2.503 -0.51
O -0.004 1.546 2.879 -0.88
O -1.864 0.197 1.442 -0.89
O -1.609 2.853 3.760 -0.62
N -0.687 -2.739 3.662 -0.47
N -0.480 -1.373 3.775 -0.65
N 0.663 1.828 -0.254 -0.48
N 0.185 -0.627 -1.220 -0.47
C -0.223 5.064 1.262 -0.18
C -0.340 3.895 0.525 -0.04
C 0.795 3.094 0.372 0.17
C 0.617 -4.183 -2.117 -0.21
C 0.983 2.789 -2.472 -0.70
C -0.519 -3.336 2.457 0.90
C -0.898 -5.294 1.250 -0.26
C -0.675 -4.514 -2.496 -0.22
C -1.681 -3.564 -2.412 -0.21
C 0.930 -2.899 -1.692 -0.04
C 2.330 -2.539 -1.273 -0.63
C -0.089 -1.945 -1.654 0.18
C -1.409 -2.272 -1.982 -0.03
C 2.097 4.625 1.668 -0.20
C -2.312 0.999 2.360 0.65
C 0.658 0.059 -3.520 -0.70
C 0.694 1.670 -1.516 0.31
C 0.985 5.432 1.830 -0.20
C 0.489 0.296 -2.047 0.30
C -1.216 1.921 3.087 0.66
C -1.657 3.479 -0.073 -0.64
C 3.245 2.588 0.745 -0.63
C 2.022 3.447 0.940 -0.04
C -2.489 -1.233 -1.842 -0.65
H 1.402 -4.929 -2.152 0.21
H 2.333 -2.204 -0.234 0.23
H -2.433 -0.760 -0.858 0.26
H 0.109 -5.283 0.839 0.20
H 1.987 2.661 -2.885 0.24
H 0.587 -1.002 -3.744 0.25
H 0.277 2.802 -3.302 0.24
H 0.153 -1.156 4.533 0.38
H 3.774 2.873 -0.169 0.21
H 1.052 6.338 2.417 0.22
H 0.941 3.745 -1.956 0.26
H -2.695 -3.831 -2.684 0.21
H -1.828 2.410 0.065 0.24
H 2.989 -3.400 -1.362 0.22
H -1.220 -6.310 1.453 0.20
H -3.473 -1.680 -1.965 0.22
H 2.734 -1.731 -1.888 0.21
H -1.349 -0.862 3.896 0.39
H -1.682 3.688 -1.148 0.20
H -2.474 4.021 0.398 0.24
H 3.933 2.708 1.580 0.23
H 3.039 4.897 2.128 0.21
H -1.199 -3.239 4.370 0.39
H 2.983 1.533 0.660 0.21
H -0.898 -5.517 -2.837 0.22
H 1.625 0.435 -3.858 0.24
H -2.379 -0.444 -2.591 0.21
H -0.116 0.579 -4.087 0.24
H -1.101 5.677 1.418 0.22
H -1.565 -4.818 0.532 0.20
```

Output
- 2S+1 = 1
- M (g mol⁻¹) = 677.73
- frontier orbital gap (eV) = 6.855
- charge = 0